(1)
Below is the ion C5H14N with charge +1 at a distorted geometry, with properties calculated with ωB97M-V with the def2-TZVPD basis set.

ORCA input file:
```
! wB97M-V def2-TZVPD RIJCOSX def2/J DEFGRID3
* xyz 1 1
N -1.1684 -1.4826 -0.4202
C 1.3882 0.3620 -0.9479
C -0.0486 0.6999 -0.4617
C 2.4473 0.6724 0.1013
C -0.6497 -0.3458 0.4691
C -1.8913 0.2273 1.1608
H 2.3373 1.7055 0.4422
H -1.9039 -1.1466 -1.0425
H -1.4982 -2.2761 0.1281
H 1.5735 0.9330 -1.8564
H -0.0423 -0.8446 1.2064
H 2.2888 0.0585 1.0000
H -1.5590 0.5845 2.1286
H 0.0101 1.6106 0.1236
H 1.3960 -0.6820 -1.2795
H -0.7225 0.8691 -1.2968
H -2.3178 1.0563 0.6031
H -2.6217 -0.5692 1.3070
H -0.4268 -1.8159 -1.0442
H 3.4089 0.3837 -0.3213
*
```

Summary:
SMILES string	CCC[C@@H](C)[NH3+]
LUMO energy	-3.54	eV
HOMO-LUMO gap	11.854	eV


(2)
Below is the ion C5H14N with charge +1, with properties calculated with ωB97M-V with the def2-TZVPD basis set.

ORCA input file:
```
! wB97M-V def2-TZVPD RIJCOSX def2/J DEFGRID3
* xyz 1 1
N 0.6157 0.0628 -2.1879
C -0.9284 -1.2707 0.4667
C -1.0287 0.8019 1.9319
C 1.4639 -0.1202 -0.9349
C -0.6347 0.2080 0.5696
C 0.8150 0.5772 0.2579
H 1.1897 0.1217 -3.0291
H -1.2866 0.7236 -0.1517
H 0.0095 -0.7514 -2.2797
H 0.9841 1.6488 0.1809
H 1.5211 -1.1917 -0.7372
H -0.8180 -1.6562 -0.5521
H 2.4358 0.3062 -1.1331
H -0.3188 -1.8671 1.1459
H -1.1061 1.8819 1.8552
H 1.4118 0.2454 1.1184
H 0.0127 0.8837 -2.1217
H -0.3546 0.4646 2.7102
H -2.0052 0.4133 2.2107
H -1.9783 -1.4819 0.6799
*
```

Summary:
SMILES string	CC(C)CC[NH3+]
LUMO energy	-3.69	eV
HOMO-LUMO gap	11.682	eV


(3)
Below is the ion C5H14N with charge +1 at a distorted geometry, with properties calculated with ωB97M-V with the def2-TZVPD basis set.

ORCA input file:
```
! wB97M-V def2-TZVPD RIJCOSX def2/J DEFGRID3
* xyz 1 1
N 0.6463 2.4923 0.4625
C 0.8188 0.2022 -0.4977
C -0.6665 -0.1016 -0.7867
C -1.2192 -1.2057 0.1146
C -0.5678 -2.5719 -0.1403
C 1.0011 1.0529 0.7539
H -1.2185 0.8370 -0.6194
H 2.0579 1.0948 1.0037
H -1.2171 -3.3451 0.2726
H 0.8239 3.0932 1.2556
H -0.5488 -2.7729 -1.2112
H -0.7816 -0.2399 -1.8523
H 1.1106 2.7815 -0.3439
H 0.4123 -2.6523 0.3000
H -2.2964 -1.2926 -0.0079
H 0.4785 0.7832 1.6685
H -0.9987 -0.8871 1.1363
H 1.1096 0.8404 -1.3391
H 1.4023 -0.7039 -0.3915
H -0.3467 2.5955 0.2222
*
```

Summary:
SMILES string	CCCCC[NH3+]
LUMO energy	-3.69	eV
HOMO-LUMO gap	11.303	eV


(4)
Below is the ion C5H14N2 with charge -1 at a distorted geometry, with properties calculated with ωB97M-V with the def2-TZVPD basis set.

ORCA input file:
```
! wB97M-V def2-TZVPD RIJCOSX def2/J DEFGRID3
* xyz -1 2
N -2.3782 -0.6677 0.2441
N 3.0369 1.7230 -0.8238
C 2.5278 0.4609 -0.2215
C -2.9490 -0.5958 1.6262
C -0.2122 0.2139 -0.8832
C -0.8922 -0.7852 0.2324
C 1.2759 -0.2125 -1.2303
H 1.5577 -1.2804 -1.1919
H -0.8294 0.2172 -1.8375
H -0.5491 -0.4621 1.1637
H -2.4687 0.2309 2.2087
H -0.1631 1.2012 -0.4960
H 2.1763 2.2053 -1.1031
H 1.6282 0.1795 -2.2001
H -2.7843 -1.5899 2.1474
H -4.0149 -0.4059 1.6214
H 3.4161 -0.1250 0.0492
H 3.1827 2.2653 0.0298
H -2.8913 -1.4541 -0.1063
H -0.6199 -1.8800 -0.0096
H 1.9505 0.7613 0.7803
*
```

Summary:
LUMO energy (spin up / spin down)	3.88 / 4.18	eV
HOMO-LUMO gap (spin up / spin down)	2.452 / 9.498	eV


(5)
Below is the ion C5H14N2 with charge -1 at a distorted geometry, with properties calculated with ωB97M-V with the def2-TZVPD basis set.

ORCA input file:
```
! wB97M-V def2-TZVPD RIJCOSX def2/J DEFGRID3
* xyz -1 2
N -1.7237 1.9446 1.3816
N 0.7713 -0.5923 0.0653
C -0.8376 1.2086 0.4617
C 1.2261 -2.7746 -0.9087
C -0.0097 0.0945 1.0805
C 0.3104 -1.5901 -0.8685
C 0.0203 2.2308 -0.3374
H 1.5976 -0.0887 -0.2326
H 0.6408 0.6017 1.7989
H 0.1815 -1.2045 -1.8943
H -2.6566 1.9122 0.9944
H -0.6954 -1.8657 -0.5378
H 0.9337 -3.4492 -1.7210
H 1.0575 2.3911 -0.0436
H -1.4817 0.8342 -0.3415
H 0.0495 2.0841 -1.4376
H -0.5924 -0.6985 1.5503
H 1.1583 -3.3473 0.0229
H -1.6733 1.6220 2.3246
H -0.5452 3.1639 -0.3425
H 2.2687 -2.4769 -1.0145
*
```

Summary:
LUMO energy (spin up / spin down)	4.11 / 4.10	eV
HOMO-LUMO gap (spin up / spin down)	2.672 / 8.721	eV


(6)
Below is an isolated molecule of C5H14N2 at a distorted geometry, with properties calculated with ωB97M-V with the def2-TZVPD basis set.

ORCA input file:
```
! wB97M-V def2-TZVPD RIJCOSX def2/J DEFGRID3
* xyz 0 1
N -2.3549 -0.1344 -1.9915
N -0.5956 -0.7906 -0.4055
C 1.3020 0.1118 1.1232
C 1.5529 1.6273 1.5447
C -0.1129 0.3108 0.3936
C 2.4528 -0.3740 0.2314
C -2.0824 -0.8084 -0.7337
H -0.2138 1.3668 -0.0179
H 2.0142 -1.3468 -0.1909
H -2.6842 -1.9244 -0.7598
H -0.8438 0.4204 1.2740
H 0.6199 2.1951 1.6786
H -0.2467 -1.1307 -1.3093
H 2.1608 2.2695 0.8568
H -3.3783 -0.1109 -2.1310
H 2.6307 0.3323 -0.5516
H -2.5200 -0.2604 0.1498
H 3.3604 -0.7679 0.7962
H 2.0476 1.4479 2.5327
H -2.0917 -0.6519 -2.8259
H 1.1239 -0.5689 1.9232
*
```

Summary:
SMILES string	CC(C)CNCN
LUMO energy	1.12	eV
HOMO-LUMO gap	9.759	eV


(7)
Below is a cluster of 2 separate species, C5H14N2 in total at a distorted geometry, with properties calculated with ωB97M-V with the def2-TZVPD basis set.

ORCA input file:
```
! wB97M-V def2-TZVPD RIJCOSX def2/J DEFGRID3
* xyz 0 1
N 0.2717 0.5281 -0.5566
N -0.9846 1.6303 1.3789
C -0.1156 -0.6004 2.0659
C -0.8612 -1.8722 -1.2616
C 1.3225 1.4352 -1.0097
C 0.0683 0.6451 1.4240
C 0.4332 -1.1425 -1.0058
H -1.5331 1.5570 2.2289
H -1.5999 1.4738 0.5845
H 2.2509 1.1419 -0.5162
H -0.6732 -2.7741 -1.8537
H -1.3712 -2.1217 -0.3348
H -1.5444 -1.2733 -1.8667
H 1.0661 2.4581 -0.7262
H 1.0284 1.1066 1.6500
H 0.9826 -1.0110 -1.9453
H 0.3965 -0.7676 3.0056
H 1.4901 1.3765 -2.0895
H 1.1006 -1.6321 -0.3054
H -1.1432 -0.9411 2.1796
H -0.5843 0.7833 -1.0459
*
```

Summary:
SMILES string	C=CN.CCNC
LUMO energy	0.90	eV
HOMO-LUMO gap	7.702	eV


(8)
Below is a cluster of 2 separate species, C5H14N2 in total at a distorted geometry, with properties calculated with ωB97M-V with the def2-TZVPD basis set.

ORCA input file:
```
! wB97M-V def2-TZVPD RIJCOSX def2/J DEFGRID3
* xyz 0 1
N -2.6560 -0.0168 -0.7732
N 0.9677 -0.9244 -0.5335
C 1.8292 -0.0726 -0.1127
C 0.2655 -1.2157 0.7474
C -1.0031 1.0687 0.7954
C -1.5623 0.9386 -0.6492
C -0.3645 -0.0787 1.6127
H -2.5387 -0.4502 -1.6856
H -1.1054 -0.4939 2.2902
H -1.8010 1.4878 1.4307
H -0.3555 1.9490 0.7037
H -0.4674 -2.0308 0.7128
H 0.4348 0.4078 2.1745
H -1.7703 1.9681 -0.9379
H 1.9065 0.9886 -0.4428
H 0.9072 -1.6798 1.5358
H 2.7989 -0.3571 0.3347
H 3.9425 -0.5372 -3.2843
H -2.4666 -0.7870 -0.1388
H 3.6482 -0.8237 -2.6628
H -0.6096 0.6591 -1.1171
*
```

Summary:
SMILES string	C=NCCCCN.[H][H]
LUMO energy	-0.27	eV
HOMO-LUMO gap	8.016	eV


(9)
Below is a structure of composition C5H14N2 at a distorted geometry, with properties calculated with ωB97M-V with the def2-TZVPD basis set.

ORCA input file:
```
! wB97M-V def2-TZVPD RIJCOSX def2/J DEFGRID3
* xyz 0 1
N -0.2681 0.8529 0.9920
N 0.4854 -0.9501 -1.7175
C -0.8613 0.6510 -0.3732
C 1.2074 0.6701 0.9711
C -0.6186 2.1652 1.5112
C -1.3141 -1.7587 -0.2269
C -0.5055 -0.7447 -0.8759
H -1.9346 0.8034 -0.2750
H -0.2932 -1.5198 0.2768
H 1.5468 0.4473 -0.0402
H 0.1078 -1.2796 -2.6049
H -1.3046 -2.7540 -0.6484
H 1.5120 -0.1456 1.6400
H -0.0714 2.2684 2.4444
H -0.3957 1.3734 -1.0592
H 1.6895 1.5633 1.3787
H 2.4230 -3.0393 -1.9763
H -0.2827 3.0391 0.9051
H 2.8528 -2.4384 -2.0735
H -1.6900 2.2773 1.5943
H -2.2850 -1.4812 0.1573
*
```

Summary:
LUMO energy	0.83	eV
HOMO-LUMO gap	8.977	eV


(10)
Below is an isolated molecule of C5H14N2 at a distorted geometry, with properties calculated with ωB97M-V with the def2-TZVPD basis set.

ORCA input file:
```
! wB97M-V def2-TZVPD RIJCOSX def2/J DEFGRID3
* xyz 0 1
N 0.4961 -2.1316 -0.0226
N 0.9278 1.5896 0.0838
C 0.2578 -0.7771 0.5372
C 1.2382 0.1856 -0.0969
C -1.1832 -0.3324 0.3110
C -2.2155 -1.3179 0.8620
C 1.0790 2.4371 -1.0774
H -0.3321 -2.4852 -0.4793
H -3.2008 -1.0125 0.5219
H -2.1660 -1.2710 1.9513
H 0.9016 3.4741 -0.7813
H 0.4232 -0.8713 1.6087
H -1.3379 0.6003 0.8475
H 2.0747 2.3948 -1.5403
H -1.3534 -0.1469 -0.7603
H 1.3521 1.9908 0.9054
H 1.2228 -0.0265 -1.1687
H 1.2569 -2.1274 -0.6890
H 2.2540 -0.0146 0.2671
H -2.0293 -2.3416 0.5525
H 0.3341 2.1836 -1.8324
*
```

Summary:
SMILES string	CC[C@@H](N)CNC
LUMO energy	1.12	eV
HOMO-LUMO gap	9.673	eV


(11)
Below is an isolated molecule of C5H14N2, with properties calculated with ωB97M-V with the def2-TZVPD basis set.

ORCA input file:
```
! wB97M-V def2-TZVPD RIJCOSX def2/J DEFGRID3
* xyz 0 1
N -0.7872 -0.8908 -0.8238
N 0.7846 2.3565 0.3921
C -0.5698 -0.7047 -2.2470
C -0.3479 0.0854 0.1767
C 0.7271 -0.5247 1.0861
C 0.0848 1.4220 -0.4594
C 0.1666 -1.7169 1.8778
H -1.0773 -1.5290 -2.7471
H -1.0145 0.2233 -2.6473
H 0.9543 -2.2516 2.3926
H -1.1863 0.3270 0.8270
H -0.7763 1.9544 -0.8743
H 0.7094 1.2150 -1.3255
H 0.4894 -0.6725 -2.4706
H -0.2961 -2.4498 1.2104
H 1.0070 0.2169 1.8325
H 1.5429 1.9441 0.9148
H 0.1869 2.9114 0.9807
H -0.5656 -1.3623 2.5994
H 1.6180 -0.8226 0.5301
H -1.6669 -1.3252 -0.6014
*
```

Summary:
SMILES string	CC[C@@H](CN)NC
LUMO energy	1.07	eV
HOMO-LUMO gap	9.287	eV


(12)
Below is an isolated molecule of C5H14N2 at a distorted geometry, with properties calculated with ωB97M-V with the def2-TZVPD basis set.

ORCA input file:
```
! wB97M-V def2-TZVPD RIJCOSX def2/J DEFGRID3
* xyz 0 1
N 0.7507 1.8395 0.0439
N -0.4082 -0.5545 -0.2681
C 2.2440 -0.0396 -0.1534
C 0.9270 0.4760 0.4199
C -0.2100 -1.9904 0.0010
C -2.2178 1.1695 -0.2795
C -1.5982 0.0670 0.4451
H -2.2488 -0.7403 0.8033
H -0.0426 2.3122 0.5172
H -3.3054 1.1354 -0.2716
H 2.2413 -0.0082 -1.2470
H 0.9781 0.3497 1.5045
H 2.4729 -1.0548 0.1711
H -0.7876 0.4652 1.3601
H 3.0554 0.6010 0.1942
H -0.1662 -2.1534 1.0783
H 0.7279 -2.3351 -0.4321
H -0.5077 -0.3454 -1.2633
H -1.8292 1.3496 -1.2831
H 0.9691 2.0136 -0.9311
H -1.0447 -2.5570 -0.4094
*
```

Summary:
LUMO energy	0.64	eV
HOMO-LUMO gap	5.883	eV


Q: Which total energy values were calculated for the entries above? A: -6895.746 -6895.737 -6895.481 -8388.727 -8390.045 -8390.168 -8388.488 -8387.216 -8387.465 -8391.824 -8391.715 -8387.271, in eV.
Q: Which ΔE to the lowest compared entry with this formula, charge and spin values were calculated for the entries above? A: 0.116 0.125 0.381 2.259 0.940 2.451 4.131 5.403 5.154 0.795 0.904 5.348, in eV.